Record 1
Density functional theory data (wB97M-V/def2-TZVPD) for a 2-piece molecular cluster, C5H7N2 overall at a distorted geometry.

Summary:
Charge: +1
Energy relative to the best compared isomer or geometry (same formula, charge and spin) (kcal per mole): 137.4
Electronic energy (Eh): -303.80000
Lowest unoccupied orbital energy (eV): -4.8554

CARTESIAN COORDINATES (ANGSTROEM)
C1 -0.052485 0.481581 1.736498
C2 -1.295942 0.188219 1.234717
C3 1.031767 0.707057 2.207618
C4 -1.634744 -0.650223 -3.361027
C5 -0.813668 -1.219232 -2.503790
N1 -2.347007 -0.049400 0.848460
N2 2.270782 1.011801 2.777972
H1 -1.906751 -1.129653 -4.284784
H2 -2.078636 0.315831 -3.183582
H3 -0.366527 -2.183537 -2.681443
H4 -0.562068 -0.743360 -1.566751
H5 3.028122 0.903234 2.081441
H6 2.458964 0.378968 3.575315
H7 2.268193 1.988713 3.119354

Atoms 1-3, force components in eV/Å:
C 1.667 0.261 0.746
C 0.082 0.072 0.060
C -1.638 -0.300 -0.743


Record 2
Density functional theory data (wB97M-V/def2-TZVPD) for CH4BrClOSi as an isolated structure at a distorted geometry.

Summary:
Charge: 0
Energy relative to the best compared isomer or geometry (same formula, charge and spin) (kcal per mole): 95.3
Electronic energy (Eh): -3439.29271
Lowest unoccupied orbital energy (spin up / spin down) (eV): -2.4189 / -2.4143

CARTESIAN COORDINATES (ANGSTROEM)
C1 -1.526646 0.609378 -2.557222
O1 0.063672 -0.830046 -1.320020
Si1 0.469572 -0.536524 0.209017
Cl1 -2.906614 -0.244263 -2.771942
Br1 -0.256130 0.502082 -3.871658
H1 -1.471779 1.525895 -1.990542
H2 -0.221417 -1.638342 1.168597
H3 -0.368916 0.568452 0.499715
H4 1.874578 -0.360802 0.718985

Atoms 1-3, force components in eV/Å:
C 2.328 -0.835 -0.215
O -0.614 0.744 -1.536
Si -1.310 -2.039 1.319


Record 3
Density functional theory data (wB97M-V/def2-TZVPD) for a 12-piece molecular cluster, C5H33NO13 overall at a distorted geometry.

Summary:
Charge: -2
Energy relative to the best compared isomer or geometry (same formula, charge and spin) (kcal per mole): 17.1
Electronic energy (Eh): -1243.17112
Lowest unoccupied orbital energy (eV): 5.1565

CARTESIAN COORDINATES (ANGSTROEM)
C1 0.265301 1.974198 1.982234
C2 1.154435 0.956679 1.137451
C3 1.631912 -0.178567 2.055536
C4 1.909907 0.110591 3.536249
O1 0.655805 0.059277 4.309249
N1 0.348932 0.548495 -0.024096
C5 1.148645 -0.378026 -0.788805
O2 0.269434 -1.106750 -1.681509
H1 0.807730 2.904292 2.132059
H2 -0.632869 2.166757 1.376875
H3 -0.240325 1.654717 2.822013
H4 2.007208 1.500075 0.757645
H5 2.171518 -0.964145 1.567941
H6 0.628048 -0.733888 2.051853
H7 2.112105 1.117706 3.827621
H8 2.499817 -0.687723 3.879180
H9 -0.412470 -0.015245 0.443641
H10 1.771737 0.322810 -1.443624
H11 1.838299 -1.152971 -0.306048
H12 1.191656 3.845017 -2.702674
H13 2.569710 3.462391 -2.217136
O3 1.996489 4.260275 -2.121048
H14 -0.602814 0.554157 -4.233101
H15 -0.220724 -0.436589 -2.252203
O4 -0.187390 0.734837 -3.412273
H16 0.614165 -3.744452 2.645338
H17 1.835047 -2.804773 2.418374
O5 1.575849 -3.585267 2.857166
H18 2.857253 1.395713 -3.639823
H19 1.451646 0.524784 -3.657019
O6 2.450601 0.542103 -3.756508
H20 -1.087025 -2.039495 -1.225689
H21 -1.998257 -1.986267 -0.088121
O7 -1.940954 -2.480234 -0.891563
H22 -3.229142 0.196444 -2.574489
H23 -2.201006 -0.295373 -3.648316
O8 -3.063847 0.059675 -3.547235
H24 -2.068215 0.877145 -0.432911
H25 -1.706955 1.272768 -1.867045
O9 -2.385895 1.342502 -1.227915
H26 -0.094901 2.051633 -3.154591
H27 -0.873567 3.329319 -2.692247
O10 -0.055512 3.187826 -3.160936
H28 -0.975243 -3.026596 2.675908
H29 -1.253860 -3.470056 1.010527
O11 -0.947292 -3.732207 1.951685
H30 -2.925917 0.010939 1.296215
H31 -1.867872 -0.857745 2.136366
O12 -2.181653 -0.563609 1.193728
H32 -1.789685 -1.951563 3.939132
H33 -0.178283 -0.547237 3.832168
O13 -1.128890 -1.552275 3.350158

Atoms 1-3, force components in eV/Å:
C 0.420 0.374 -3.188
C -0.423 1.676 1.372
C -3.571 -0.481 -0.209


Record 4
Density functional theory data (wB97M-V/def2-TZVPD) for C5H8O3Tm as an isolated structure at a distorted geometry.

Summary:
Charge: +1
2S+1: 3
Energy relative to the best compared isomer or geometry (same formula, charge and spin) (kcal per mole): 107.6
Electronic energy (Eh): -1505.79643
Lowest unoccupied orbital energy (spin up / spin down) (eV): -5.0116 / -6.0112

CARTESIAN COORDINATES (ANGSTROEM)
O1 -2.197468 -1.204694 -1.497236
C1 -1.053615 -1.485075 -1.891512
C2 -0.274505 -0.589202 -2.798623
H1 -0.453242 -2.179499 -1.264007
H2 0.564362 -0.154281 -2.233855
H3 0.169497 -1.190964 -3.608486
H4 -0.896665 0.197387 -3.241987
O2 -0.676031 0.378527 1.021045
O3 -1.241629 -1.195485 2.486957
C3 0.726919 0.401606 1.513243
C4 1.180536 1.849851 1.453438
C5 -1.585422 -0.507356 1.467213
H5 1.293368 -0.170087 0.758085
H6 2.259903 1.904638 1.664804
H7 1.012088 2.304764 0.459541
H8 0.670627 2.480217 2.197746
Tm1 0.501279 -0.840347 3.513635

Atoms 1-3, force components in eV/Å:
O 2.160 -1.096 -1.122
C -1.818 2.262 2.471
C 0.047 -0.494 -0.983


Record 5
Density functional theory data (wB97M-V/def2-TZVPD) for C16H28N7O3S2W as an isolated structure.

Summary:
Charge: +3
Energy relative to the best compared isomer or geometry (same formula, charge and spin) (kcal per mole): 0.0
Electronic energy (Eh): -2098.07854
Lowest unoccupied orbital energy (eV): -9.8531

CARTESIAN COORDINATES (ANGSTROEM)
W1 0.910852 0.102130 0.310878
C1 0.819108 -5.562557 1.839119
S1 0.804258 -4.060622 2.837743
C2 1.078157 -2.840057 1.669578
S2 1.284228 -1.214571 2.336541
N1 1.163878 -3.079598 0.397006
N2 1.400993 -1.923000 -0.322991
C3 2.026622 -2.115083 -1.435200
C4 2.290330 -0.966237 -2.273285
C5 2.982713 -1.062321 -3.469241
C6 3.200594 0.093731 -4.205951
C7 2.719840 1.296561 -3.712051
C8 2.037601 1.315631 -2.504163
N3 1.816525 0.205646 -1.789074
H1 0.640923 -6.370255 2.545991
H2 1.789789 -5.691358 1.368526
H3 0.030384 -5.532323 1.093203
H4 2.388762 -3.115497 -1.649942
H5 3.342199 -2.024054 -3.810196
H6 3.737770 0.051432 -5.144154
H7 2.865287 2.224034 -4.248559
H8 1.642559 2.238556 -2.103426
C9 -3.108260 -0.507281 3.709221
N4 -1.997207 0.344736 3.258401
C10 -1.556518 1.341473 4.248044
C11 -1.405306 0.207666 2.113242
O1 -0.424575 0.945372 1.747830
C12 -1.839238 -0.854932 1.115860
O2 -1.093523 -0.613130 -0.101692
C13 -1.791582 0.085724 -1.152353
C14 -1.240171 1.497499 -1.227201
O3 -0.113945 1.698290 -0.661653
N5 -1.873764 2.439546 -1.864432
C15 -3.121261 2.235361 -2.620417
C16 -1.348478 3.813072 -1.940902
H9 -3.954023 0.127060 3.967244
H10 -2.784616 -1.054413 4.593009
H11 -3.411965 -1.214694 2.944676
H12 -2.406064 1.975364 4.494254
H13 -0.751314 1.938392 3.838836
H14 -1.224826 0.814738 5.141204
H15 -2.905407 -0.827389 0.899181
H16 -1.565405 -1.850627 1.464977
H17 -2.859271 0.060715 -0.950540
H18 -1.595612 -0.447490 -2.084217
H19 -3.555702 1.259254 -2.434987
H20 -2.905816 2.336011 -3.683009
H21 -3.831271 3.003972 -2.323111
H22 -0.423874 3.890525 -1.382836
H23 -2.093717 4.484615 -1.518610
H24 -1.189340 4.068397 -2.987238
N6 2.274784 1.583945 1.038365
N7 3.044474 0.439312 0.650468
H25 2.544166 2.426808 0.533694
H26 2.329485 1.747060 2.043381
H27 3.461761 -0.034673 1.453211
H28 3.744010 0.669534 -0.052253

Atoms 1-3, force components in eV/Å:
W 0.089 0.000 -0.351
C 0.001 0.027 -0.010
S 0.021 0.049 -0.080


Record 6
Density functional theory data (wB97M-V/def2-TZVPD) for C5H8N2O as an isolated structure at a distorted geometry.

Summary:
Charge: 0
Energy relative to the best compared isomer or geometry (same formula, charge and spin) (kcal per mole): 124.2
Electronic energy (Eh): -379.89024
Lowest unoccupied orbital energy (eV): 0.7835

CARTESIAN COORDINATES (ANGSTROEM)
C1 1.145134 1.040800 -0.237094
C2 1.362154 -1.157084 0.145661
C3 -0.014721 -0.859252 -0.235719
C4 -2.009983 -0.262290 -0.042098
C5 -0.159105 0.371594 0.433458
H1 0.826972 1.164914 -1.395576
H2 1.328148 2.201431 0.027952
H3 1.826319 -1.853264 -0.526677
H4 1.403141 -1.302028 1.300918
H5 0.176315 -0.609763 -1.372360
H6 -3.049266 -0.218941 0.196048
H7 -2.020714 1.434486 0.472038
H8 -0.109154 0.529930 1.466007
N1 -1.253671 -1.432860 -0.121383
N2 -1.463124 0.937375 -0.124003
O1 2.011559 0.014946 0.012824

Atoms 1-3, force components in eV/Å:
C -3.750 3.455 -1.513
C -0.078 -3.321 3.425
C 1.150 0.056 -3.538